(1)
This record from OMol25 describes C29H29N3O2RuS as an isolated structure in a non-equilibrium geometry. The level of theory is ωB97M-V/def2-TZVPD.

Last column: Mulliken spin population.
Element x y z (Å)
C: -1.36 -1.97 2.40  0.0083
C: -4.89 0.15 -2.77  -0.0005
H: -4.51 1.02 -2.23  -0.0003
H: -4.60 -0.75 -2.21  0.0000
C: -0.81 2.85 -0.88  -0.0029
H: -1.15 -0.79 6.07  -0.0001
N: -1.98 -3.63 0.69  -0.0017
C: -1.44 -2.45 1.03  0.0091
C: -4.85 1.37 -4.93  -0.0001
C: -1.93 -3.80 -0.69  0.0068
C: 3.85 -0.19 -1.84  -0.0279
C: -0.69 -0.10 -3.27  0.0000
C: 1.95 -0.15 -0.32  -0.1312
C: 1.45 -0.20 -2.64  0.0196
H: -4.68 -1.20 -5.95  -0.0002
C: -1.92 -2.74 3.44  -0.0059
H: 5.78 -0.14 -0.90  0.0033
C: -1.21 -1.13 5.04  -0.0031
C: 2.82 -0.10 0.77  0.0844
H: -2.35 -4.30 1.34  -0.0001
C: -0.08 -0.13 -4.52  -0.0017
C: 4.19 -0.09 0.54  -0.0346
H: -1.14 -2.42 -2.19  -0.0018
C: -2.22 -0.02 -5.54  -0.0006
C: 0.59 3.11 -1.34  0.0051
H: -6.07 -1.08 -4.86  0.0001
C: -1.80 3.96 -0.92  0.0037
C: -0.67 -0.36 4.05  0.0081
C: -2.85 0.03 -4.28  0.0053
H: 4.87 -0.05 1.38  -0.0012
H: -5.98 0.20 -2.77  -0.0003
H: 4.25 -0.22 -2.85  0.0002
C: -1.86 -2.34 4.74  0.0044
H: -1.55 4.70 -1.68  0.0012
H: -2.81 3.56 -1.07  -0.0002
H: -2.31 -4.68 -1.18  -0.0004
H: -2.44 -3.67 3.22  -0.0006
C: -1.36 -2.69 -1.17  0.0098
N: -1.06 -1.83 -0.10  0.0407
H: -2.83 0.00 -6.44  -0.0008
C: 4.71 -0.14 -0.75  0.0531
H: -4.45 2.27 -4.45  0.0001
H: -2.30 -2.94 5.53  0.0002
C: -2.07 -0.01 -3.14  -0.0070
H: 1.31 2.46 -0.84  -0.0023
Ru: -0.03 -0.11 -0.14  0.9147
C: -0.86 -0.10 -5.68  -0.0008
H: -2.50 0.04 -2.15  0.0039
H: -4.55 1.39 -5.98  -0.0002
C: -0.73 -0.76 2.71  0.0055
S: 1.64 -0.21 -4.34  0.0006
H: 0.62 2.88 -2.41  -0.0003
C: 2.49 -0.19 -1.61  -0.0082
H: -0.17 0.58 4.26  0.0002
C: -4.98 -1.13 -4.90  0.0000
H: 0.87 4.15 -1.21  0.0004
H: -5.94 1.44 -4.90  0.0001
N: 0.24 -0.16 -2.21  0.0121
C: -4.38 0.11 -4.21  -0.0017
H: -4.67 -2.05 -4.40  0.0000
O: -0.19 0.04 1.80  -0.0148
H: -0.40 -0.13 -6.67  0.0002
H: 2.43 -0.06 1.78  0.0088
H: -1.78 4.46 0.05  -0.0003
O: -1.16 1.75 -0.46  0.0417

Its charge is +1. The calculation puts the LUMO energy (alpha / beta) at -0.1208 / -0.1229 hartree. The calculation puts the HOMO-LUMO gap (alpha / beta) at 7.10 / 7.04 eV. The calculation puts the energy above the lowest of the compared OMol25 structures with the same formula, charge and spin at 82.9 kJ/mol. As for the multiplicity: 2. As for the expectation value of S²: 0.76. As for the largest force on an atom: 0.0377 hartree/bohr.

***

(2)
This record from OMol25 describes C29H29N4OPPbS3Se2 as an isolated structure in a non-equilibrium geometry. The level of theory is ωB97M-V/def2-TZVPD.

Last column: Mulliken charge in e.
Element x y z (Å)
Se: 1.32 0.20 -2.29  -0.3058
H: -3.45 -0.47 3.49  0.4035
C: -2.70 2.20 5.51  -0.4272
C: -0.51 2.63 -1.33  1.0874
C: -1.01 3.48 1.05  -1.4389
N: -3.70 -3.65 -2.74  -0.4379
Pb: -0.47 -0.48 -0.66  1.3091
C: 3.68 -4.14 -1.99  -0.4075
C: -3.78 -2.45 -2.14  0.4543
C: 2.35 -1.59 1.18  0.2091
C: -2.94 3.57 5.59  -0.5494
C: 2.96 -1.33 2.41  -0.7364
C: 3.82 -2.68 -3.91  -0.3746
H: -4.03 1.60 2.44  0.2950
C: -3.11 1.46 4.39  0.8193
C: 0.12 4.30 -3.01  -0.6095
C: 3.36 -2.92 -2.61  0.3579
S: -1.48 -1.49 1.26  -0.4477
H: -2.80 -4.12 -2.71  0.2225
H: -5.11 -0.99 -1.72  0.2310
H: 4.94 -3.46 -5.58  0.3900
Se: 0.57 -2.73 -1.53  -0.3525
H: -0.21 3.70 -5.05  0.4004
H: -1.60 3.13 1.90  0.1488
H: -2.59 4.13 6.45  0.3740
C: -3.76 2.14 3.35  -0.3061
H: -4.51 -4.25 -2.75  0.2069
C: 4.30 -0.91 2.45  -0.4647
H: 1.31 -1.91 1.16  0.7798
C: -0.76 2.16 -3.66  -0.1152
C: -2.85 -0.02 4.28  -1.3273
C: 3.07 -1.43 -0.01  0.4358
H: 6.05 -0.43 1.30  0.3899
H: -2.16 1.70 6.32  0.3579
C: -3.59 4.23 4.55  -0.4034
H: -4.47 4.01 2.59  0.3905
N: -0.50 0.95 1.97  -0.9263
S: -2.45 -1.66 -1.55  -0.5530
C: -0.90 1.69 -2.33  -0.8170
H: 0.51 5.28 -3.26  0.4005
N: -0.35 1.15 0.60  0.6046
H: 4.77 -0.71 3.41  0.3899
H: 5.49 -5.60 -4.45  0.3779
H: -1.61 4.22 0.52  0.4604
H: -0.10 3.95 1.44  0.3534
C: -0.98 -0.21 2.34  0.5270
C: 4.41 -1.01 0.04  -0.8750
H: 0.34 4.58 -0.90  0.4151
H: 2.40 -1.44 3.33  0.4218
C: 4.90 -4.85 -3.94  -0.4029
C: 0.01 3.90 -1.68  -0.6956
H: 4.97 -0.88 -0.87  0.3648
H: -5.72 -2.24 -2.72  0.2092
H: 3.33 -4.34 -0.98  0.3907
H: -3.75 5.30 4.59  0.3744
H: 4.68 -6.03 -2.15  0.3793
H: 3.58 -1.74 -4.41  0.4092
H: -3.20 -0.49 5.21  0.5549
C: 5.02 -0.75 1.27  -0.6168
C: -4.00 3.51 3.43  -0.5202
C: -0.28 3.43 -4.00  -0.6811
C: 4.44 -5.10 -2.65  -0.6157
P: 2.34 -1.72 -1.67  0.4610
H: 0.98 -0.66 0.41  -0.4358
C: 4.59 -3.64 -4.58  -0.5582
O: -1.36 0.52 -2.11  -0.4954
H: -1.06 1.48 -4.46  0.4281
N: -5.02 -1.94 -2.06  -0.4502
C: -0.63 2.33 0.15  0.7106
S: -1.10 -0.45 4.09  -0.1486

The calculation puts the LUMO energy at -0.0078 hartree. The calculation puts the HOMO-LUMO gap at 5.95 eV. The calculation puts the energy above the lowest of the compared OMol25 structures with the same formula, charge and spin at 0.0 kJ/mol. As for the largest force on an atom: 0.1198 hartree/bohr.

***

(3)
This record from OMol25 describes C29H29N5O4Ta as an isolated structure in a non-equilibrium geometry. The level of theory is ωB97M-V/def2-TZVPD.

Last column: Mulliken charge in e.
Element x y z (Å)
H: 3.27 -1.14 -3.67  0.4383
H: 3.04 0.77 -1.70  0.3258
N: -1.35 1.86 1.90  -0.0119
H: -3.35 -0.18 0.74  0.2081
C: -1.98 0.71 -1.67  -0.2967
C: 1.77 -0.87 -1.42  0.7547
C: -1.20 -3.99 3.16  -0.3444
C: -0.91 -1.90 2.06  0.4975
O: -0.44 -0.65 2.13  -0.8013
C: 0.64 4.36 3.75  -0.5980
C: -1.88 -4.43 2.09  -0.9333
C: 1.57 -1.77 -2.44  0.5574
H: -0.30 -2.61 -1.71  0.3099
H: 1.08 3.58 -4.99  0.4714
C: 0.23 -2.32 4.25  -1.0132
O: 0.77 -0.71 -0.48  -0.2873
H: 3.22 0.01 -0.13  0.2647
H: -0.56 -4.30 -3.34  0.4023
C: 3.05 -0.23 -1.20  -1.5930
H: 3.86 -0.80 -1.60  0.6584
C: 1.56 2.55 2.45  0.4525
H: -1.02 -4.55 4.06  0.5337
H: -3.36 1.34 2.56  0.4793
C: -1.47 1.51 -3.92  -1.1880
C: -1.11 1.37 -2.54  0.8339
H: 3.65 2.32 2.52  0.5067
H: 3.21 -3.04 -5.13  0.3768
H: -3.20 -4.84 -0.16  0.2715
N: -1.66 -2.23 1.02  0.0083
N: -0.58 -2.72 3.10  0.0545
H: -0.25 4.95 4.05  0.4147
H: -2.81 0.25 -2.22  0.5405
N: -2.72 -3.97 -0.13  -0.3493
C: 1.29 -3.86 -4.44  -0.5883
H: -0.37 -2.19 5.17  0.3512
C: 3.03 4.16 3.52  -0.4872
O: 0.51 2.05 -0.79  -0.6201
C: 0.46 -2.69 -2.48  -0.0887
H: 1.21 -4.47 -5.28  0.4953
C: 0.47 2.94 -4.32  -0.5218
H: 4.04 4.54 3.71  0.4229
C: 0.34 -3.67 -3.43  -0.5923
H: 2.02 5.69 4.64  0.3827
H: -4.01 1.22 -0.09  0.5317
H: 1.51 3.57 -2.44  0.4821
O: 1.38 1.53 1.58  -0.2986
Ta: -0.10 0.74 0.60  2.0491
H: 0.70 -1.35 3.98  0.2826
C: -3.12 0.86 0.49  -0.7660
H: 1.01 -3.05 4.43  0.3943
H: -3.03 -3.23 -0.71  0.2086
N: -1.91 0.87 -0.33  -0.0034
C: 0.77 2.94 -2.97  -0.2350
C: 0.40 3.21 2.97  0.3406
H: -2.39 1.17 -4.29  0.4948
C: -2.83 1.76 1.70  -0.8664
C: -0.88 2.65 2.90  -0.1158
C: 2.52 -1.92 -3.50  -0.4619
C: -2.12 -3.51 0.99  0.8788
C: 0.06 2.11 -2.11  0.4042
H: -2.46 -5.38 2.12  0.3249
H: -1.62 2.93 3.65  0.5932
C: 2.86 2.94 2.81  -0.7098
C: -0.67 2.27 -4.80  -0.6954
C: 1.91 4.75 4.08  -0.7507
C: 2.39 -2.98 -4.38  -0.6639
H: -3.17 2.79 1.53  0.5048
H: -0.95 2.27 -5.91  0.3791

Its charge is +3. The calculation puts the LUMO energy at -0.3575 hartree. The calculation puts the HOMO-LUMO gap at 6.72 eV. The calculation puts the energy above the lowest of the compared OMol25 structures with the same formula, charge and spin at 22.8 kJ/mol. As for the largest force on an atom: 0.0727 hartree/bohr.

***

What is the energy above the lowest of the compared OMol25 structures with the same formula, charge and spin in the third record? 22.8 kJ/mol